{
  "formula": "C28H22BrN5O4Pt",
  "method": "wB97M-V/def2-TZVPD",
  "species": ["Pt", "O", "C", "C", "C", "C", "C", "C", "C", "O", "N", "N", "C", "C", "Br", "C", "C", "C", "C", "C", "C", "C", "H", "H", "H", "H", "H", "H", "H", "H", "H", "H", "H", "H", "H", "H", "O", "C", "N", "C", "O", "C", "C", "C", "C", "C", "N", "C", "C", "C", "C", "C", "N", "H", "H", "H", "H", "H", "H", "H", "H"],
  "positions_angstrom": [[-0.182, 0.501, -2.033], [-3.649, -3.002, -2.753], [-3.584, -2.204, -1.654], [-4.804, -1.707, -1.199], [-4.850, -0.853, -0.116], [-3.679, -0.474, 0.535], [-2.471, -0.977, 0.093], [-2.403, -1.852, -0.996], [-1.062, -2.312, -1.530], [-0.525, -1.388, -2.401], [-0.124, -2.656, -0.444], [0.556, -1.752, 0.168], [1.323, -2.144, 1.173], [2.021, -1.244, 1.985], [1.807, 0.590, 1.661], [2.820, -1.774, 2.995], [3.637, -1.228, 4.011], [4.442, -2.165, 4.712], [5.293, -1.763, 5.712], [5.343, -0.416, 6.062], [4.541, 0.524, 5.410], [3.701, 0.135, 4.395], [-2.784, -3.225, -3.105], [-5.704, -2.011, -1.717], [-5.806, -0.480, 0.228], [-3.713, 0.197, 1.382], [-1.563, -0.702, 0.617], [-1.153, -3.260, -2.071], [-0.089, -3.629, -0.144], [1.409, -3.205, 1.406], [2.829, -2.861, 2.976], [4.384, -3.212, 4.441], [5.909, -2.485, 6.230], [6.002, -0.093, 6.858], [4.576, 1.561, 5.713], [3.075, 0.870, 3.919], [-2.959, 2.689, -0.065], [-2.345, 2.164, -0.942], [-0.933, 2.056, -1.013], [-0.072, 2.995, -0.418], [-0.375, 3.837, 0.374], [1.325, 2.850, -0.963], [2.321, 3.736, -0.613], [3.578, 3.571, -1.182], [3.787, 2.531, -2.072], [2.735, 1.682, -2.375], [1.530, 1.847, -1.827], [-2.986, 1.528, -2.148], [-4.341, 1.624, -2.376], [-4.855, 1.038, -3.527], [-4.000, 0.378, -4.394], [-2.649, 0.309, -4.088], [-2.171, 0.886, -2.991], [2.094, 4.537, 0.078], [4.382, 4.252, -0.940], [4.748, 2.376, -2.542], [2.849, 0.861, -3.071], [-4.960, 2.151, -1.663], [-5.913, 1.098, -3.743], [-4.366, -0.085, -5.299], [-1.943, -0.215, -4.718]],
  "forces_ev_per_a": [[-0.32, -0.02, -0.18], [-0.02, 0.03, 0.00], [-0.01, 0.10, -0.04], [0.02, -0.02, 0.02], [0.02, -0.04, 0.05], [-0.03, -0.04, 0.03], [-0.02, -0.12, 0.05], [0.01, -0.04, 0.08], [-0.25, 0.05, -0.02], [0.51, -0.04, -0.02], [0.09, 0.01, -0.06], [-0.03, 0.03, 0.06], [-0.05, -0.04, -0.08], [0.07, 0.02, 0.15], [0.00, 0.01, -0.06], [-0.04, -0.01, -0.09], [0.00, 0.01, 0.06], [-0.03, 0.01, 0.00], [-0.01, 0.00, 0.00], [0.00, 0.01, 0.00], [0.00, 0.00, 0.01], [0.00, 0.00, -0.02], [0.04, -0.02, -0.02], [0.00, -0.01, -0.01], [-0.01, 0.00, 0.01], [0.00, 0.00, 0.00], [-0.01, 0.02, 0.00], [-0.04, -0.01, 0.03], [-0.02, 0.01, 0.05], [0.01, 0.00, 0.00], [0.02, 0.00, -0.02], [0.01, 0.00, 0.00], [0.00, 0.00, 0.00], [0.00, 0.00, 0.00], [0.00, 0.00, 0.00], [0.01, 0.00, -0.01], [0.00, 0.04, -0.03], [0.04, -0.02, -0.05], [0.03, 0.01, 0.11], [0.04, -0.03, 0.01], [-0.01, -0.01, -0.01], [0.00, 0.01, 0.02], [0.03, 0.00, 0.00], [0.00, 0.01, 0.01], [-0.02, -0.02, -0.03], [0.01, 0.00, -0.01], [-0.03, -0.01, 0.03], [-0.01, 0.05, -0.03], [0.00, 0.01, -0.05], [0.02, 0.03, 0.00], [0.02, 0.01, -0.01], [-0.04, -0.02, -0.02], [-0.02, 0.05, 0.08], [-0.01, 0.00, 0.00], [-0.01, 0.00, 0.01], [0.00, -0.01, 0.00], [0.01, 0.00, 0.00], [0.00, 0.00, 0.00], [0.00, 0.00, 0.00], [0.00, -0.01, 0.00], [0.00, 0.01, -0.01]],
  "mulliken_spin": [1.816, 0.001, -0.015, 0.000, 0.004, 0.005, 0.004, 0.052, -0.013, 0.260, 0.378, 0.133, 0.021, 0.124, 0.017, 0.108, 0.032, 0.077, -0.030, 0.118, -0.024, 0.066, 0.001, 0.000, 0.000, 0.000, -0.011, 0.010, -0.019, -0.015, -0.003, 0.000, 0.000, 0.004, 0.001, 0.006, 0.080, -0.017, 0.446, -0.011, 0.101, -0.001, -0.001, 0.004, -0.002, -0.004, 0.096, -0.009, 0.012, -0.005, 0.012, -0.005, 0.185, 0.002, 0.000, 0.000, 0.000, 0.002, 0.000, 0.002, 0.005],
  "spin_multiplicity": 5,
  "total_energy_ha": -4347.582423,
  "charge": 2,
  "relative_energy_kcal_mol": 0.0,
  "homo_energy_ha": [-0.5022, -0.5030],
  "molar_mass_g_mol": 767.50,
  "fmax_ev_per_a": 0.52
}